A cluster of 3 separate species, C2H4Cl2NO in total at a distorted geometry, computed with the ωB97M-V functional and the def2-TZVPD basis.

Output
* relative energy (zero: lowest compared OMol25 entry of this formula, charge and spin): 6.5 kJ/mol
* gap between HOMO and LUMO (alpha / beta): 0.2821 / 0.2832 Eh
* spin multiplicity: 1
* highest occupied orbital energy (alpha / beta): -4.4 / -4.4 eV
* total charge: -1
* electronic energy: -1128.91944 a.u.

Cartesian coordinates (Å):
C1 -0.671 0.518 1.227
C2 0.415 -0.481 -1.252
N1 -0.697 -0.525 -0.673
O1 -1.828 -0.926 -0.949
Cl1 -0.946 2.164 0.865
Cl2 3.027 -0.055 0.536
H1 0.356 0.296 1.468
H2 -1.475 0.039 1.760
H3 1.306 -0.132 -0.735
H4 0.514 -0.896 -2.247

Atom charges from the Mulliken analysis, given in e for atoms 1 to 5: number 1, C, carries -0.214; number 2, C, carries -0.104; number 3, N, carries 0.238; number 4, O, carries -0.634; number 5, Cl, carries -0.144



An isolated molecule of C4H8S at a distorted geometry, computed with the ωB97M-V functional and the def2-TZVPD basis.

Output
* SMILES: C=CSCC
* relative energy (zero: lowest compared OMol25 entry of this formula, charge and spin): 274.6 kJ/mol
* gap between HOMO and LUMO: 0.3251 Eh
* spin multiplicity: 1
* highest occupied orbital energy: -7.8 eV
* electronic energy: -555.26533 a.u.

Cartesian coordinates (Å):
C1 -0.506 1.992 -1.642
C2 -0.899 0.765 -1.004
S1 0.332 0.198 -0.104
C3 -0.267 -1.286 0.838
C4 0.930 -1.539 1.655
H1 -1.441 2.527 -2.126
H2 0.406 2.550 -1.558
H3 -2.034 0.346 -1.010
H4 -1.260 -1.342 1.561
H5 -0.504 -2.043 0.087
H6 1.746 -1.839 1.035
H7 1.139 -0.460 2.185
H8 1.092 -2.505 2.414

Atom charges from the Mulliken analysis, given in e for atoms 1 to 5: number 1, C, carries -0.756; number 2, C, carries 0.085; number 3, S, carries -0.122; number 4, C, carries -0.310; number 5, C, carries -1.020



A structure of composition C32H44CoN2O2SSe3Te2 at a distorted geometry, computed with the ωB97M-V functional and the def2-TZVPD basis.

Output
* gap between HOMO and LUMO (alpha / beta): 0.1565 / 0.1565 Eh
* spin multiplicity: 2
* highest occupied orbital energy (alpha / beta): -0.5 / -0.6 eV
* total charge: -2
* <S²>: 1.21
* electronic energy: -11027.17357 a.u.

Cartesian coordinates (Å):
Co1 0.430 0.559 -0.420
C1 -3.322 -6.039 -2.558
C2 -3.502 -4.755 -3.382
C3 -4.898 -4.178 -3.098
C4 -3.441 -5.131 -4.864
C5 -2.440 -3.724 -2.997
C6 -2.364 -3.258 -1.692
C7 -1.458 -2.275 -1.336
Se1 -1.390 -1.637 0.470
C8 -2.842 -0.385 0.385
C9 -4.137 -0.853 0.515
C10 -5.220 0.014 0.431
C11 -4.921 1.369 0.283
C12 -3.633 1.881 0.181
C13 -2.524 0.976 0.157
O1 -1.307 1.371 -0.047
C14 -3.396 3.392 0.096
C15 -4.681 4.203 0.297
C16 -2.822 3.754 -1.280
C17 -2.409 3.812 1.198
C18 -6.647 -0.531 0.506
C19 -7.702 0.572 0.398
C20 -6.875 -1.525 -0.644
C21 -6.859 -1.260 1.842
C22 -0.554 -1.678 -2.255
O2 0.260 -0.741 -1.906
C23 -0.589 -2.213 -3.591
C24 -1.523 -3.190 -3.905
C25 0.401 -1.712 -4.645
C26 0.230 -2.414 -5.996
C27 1.832 -1.983 -4.154
C28 0.196 -0.206 -4.875
H1 -4.085 -6.779 -2.828
H2 -3.411 -5.834 -1.489
H3 -2.337 -6.474 -2.740
H4 -5.679 -4.896 -3.379
H5 -5.051 -3.257 -3.666
H6 -5.016 -3.942 -2.040
H7 -4.230 -5.855 -5.091
H8 -2.480 -5.586 -5.117
H9 -3.591 -4.254 -5.497
H10 -3.017 -3.653 -0.918
H11 -4.282 -1.917 0.675
H12 -5.745 2.068 0.245
H13 -5.396 4.036 -0.514
H14 -4.427 5.267 0.305
H15 -5.162 3.963 1.250
H16 -3.509 3.450 -2.076
H17 -1.869 3.257 -1.443
H18 -2.656 4.836 -1.354
H19 -2.810 3.561 2.185
H20 -2.227 4.892 1.157
H21 -1.457 3.300 1.070
H22 -7.611 1.114 -0.547
H23 -7.612 1.287 1.219
H24 -8.701 0.128 0.441
H25 -6.711 -1.037 -1.608
H26 -7.899 -1.917 -0.619
H27 -6.183 -2.365 -0.575
H28 -6.691 -0.576 2.678
H29 -6.163 -2.095 1.946
H30 -7.880 -1.652 1.911
H31 -1.533 -3.563 -4.921
H32 0.393 -3.494 -5.914
H33 0.969 -2.013 -6.695
H34 -0.765 -2.237 -6.417
H35 1.993 -3.060 -4.032
H36 1.997 -1.501 -3.195
H37 2.566 -1.591 -4.866
H38 -0.807 -0.018 -5.275
H39 0.938 0.180 -5.580
H40 0.296 0.344 -3.941
Se2 0.814 2.758 -1.661
Te1 2.725 2.544 -3.249
Te2 4.094 0.571 -1.903
Se3 2.603 0.286 0.059
S1 0.749 0.006 2.847
C29 1.573 -1.476 2.926
N1 0.773 -2.621 2.984
C30 1.299 -3.868 2.756
C31 2.651 -4.004 2.700
C32 3.429 -2.845 2.837
N2 2.897 -1.616 2.950
H41 -0.206 -2.454 2.811
H42 0.595 -4.676 2.625
H43 3.107 -4.970 2.534
H44 4.511 -2.884 2.779

Atom charges from the Mulliken analysis, given in e for atoms 1 to 5: number 1, Co, carries 0.092; number 2, C, carries -1.824; number 3, C, carries 2.371; number 4, C, carries -1.660; number 5, C, carries -2.293